The following is a DFT calculation (ωB97M-V/def2-TZVPD) of a cluster of 2 separate species, CH2BrNO in total.

```
6
CH2BrNO, DFT ωB97M-V/def2-TZVPD
C 0.8436 -0.5327 -0.0499
N -1.0551 0.6032 0.3985
O 0.7987 -1.6930 -0.0889
Br 2.1834 0.7076 -0.0760
H -1.6934 -0.1866 0.3083
H -1.0772 1.1013 -0.4920
```

Summary:
Highest occupied orbital energy (alpha / beta) in Ha: -0.3534 / -0.3369
Lowest unoccupied orbital energy (alpha / beta) in eV: -0.703 / -0.600
Net charge: 0

Atom charges from the Mulliken analysis, given in e for atoms 1 to 2: number 1, C, carries 0.38; number 2, N, carries -0.60


The following is a DFT calculation (ωB97M-V/def2-TZVPD) of a cluster of 2 separate species, CH2BrO3S in total.

```
8
CH2BrO3S, DFT ωB97M-V/def2-TZVPD
C 2.6589 -0.8326 0.2951
O -2.5043 -0.7123 0.5760
O -2.0212 1.6801 0.8364
O -1.9621 0.7579 -1.4181
S -1.9202 0.4882 0.0126
Br 0.1255 -0.0292 0.3091
H 3.0767 0.1482 -0.0239
H 2.5467 -1.5004 -0.5872
```

Summary:
Highest occupied orbital energy (alpha / beta) in Ha: -0.2008 / -0.2052
Lowest unoccupied orbital energy (alpha / beta) in eV: 2.362 / 2.318
Net charge: -1

Atom charges from the Mulliken analysis, given in e for atoms 1 to 2: number 1, C, carries -0.50; number 2, O, carries -0.55


| no. | E (Eh) |
| --- | --- |
| 1 | -2743.20887 |
| 2 | -3237.14762 |